Density functional theory data (the ωB97M-V functional and the def2-TZVPD basis) for C12H8N2O5PdS2 as an isolated structure.

Geometry as XYZ:
```
30
Properties=species:S:1:pos:R:3:forces:R:3
Pd -0.3062 -0.3127 0.1945 -0.0391 -0.0433 -0.0199
O 0.4928 3.7502 0.5855 0.0213 0.0273 -0.0163
C 0.3599 2.5467 0.8249 -0.0918 -0.0238 0.0872
O -0.3050 1.7435 0.0869 0.0691 0.0640 -0.0093
C 0.9632 2.0497 2.1557 0.0490 -0.0167 -0.0321
C -0.0665 1.4436 3.1356 0.0066 0.0279 0.0076
C 0.4812 1.5852 4.5700 -0.0319 0.0077 0.0169
C 1.5721 0.4803 4.5783 0.0073 -0.0324 0.0170
C 1.4338 -0.0769 3.1471 0.0267 0.0040 0.0109
O 0.0284 0.0352 2.9394 0.0423 0.0425 -0.0611
C 2.0609 0.9366 2.1638 -0.0124 0.0490 -0.0373
C 2.5585 0.3152 0.8413 -0.0327 -0.0920 0.0822
O 3.7658 0.4267 0.6106 0.0274 0.0200 -0.0158
O 1.7504 -0.3421 0.1014 0.0715 0.0784 -0.0001
H 1.3845 2.9530 2.5950 -0.0049 0.0001 -0.0056
H -1.0948 1.7616 2.9785 0.0034 0.0074 0.0131
H -0.3026 1.3703 5.2981 0.0023 -0.0026 -0.0036
H 0.8751 2.5824 4.7711 -0.0009 0.0037 -0.0085
H 1.3418 -0.2949 5.3109 -0.0024 0.0021 -0.0038
H 2.5727 0.8629 4.7836 0.0036 -0.0009 -0.0085
H 1.7393 -1.1105 3.0005 0.0075 0.0033 0.0137
H 2.9671 1.3485 2.6059 0.0000 -0.0054 -0.0057
S -2.5670 -0.2849 0.2214 -0.0425 -0.0207 0.0061
C -2.9594 -1.9738 0.3621 0.2528 -0.0887 -0.0207
C -4.3430 -2.3113 0.4453 -0.1728 -0.0750 -0.0086
N -5.4687 -2.5571 0.5046 0.0175 0.0102 0.0139
C -2.0014 -2.9437 0.3693 -0.0874 0.2548 -0.0263
S -0.3069 -2.5730 0.2380 -0.0243 -0.0461 0.0060
C -2.3567 -4.3223 0.4605 -0.0736 -0.1716 -0.0022
N -2.6160 -5.4445 0.5280 0.0086 0.0167 0.0107
```
Positions in Å, forces in eV/Å.

max |F|	0.271	eV/A
LUMO	5.12	eV
energy above the lowest of the compared OMol25 structures with the same formula, charge and spin	0.0	kJ/mol
electronic energy	-1872.206388	Eh
charge	-2
Kohn-Sham gap	6.5903	eV